(1)
The following is a DFT calculation (the ωB97M-V functional and the def2-TZVPD basis) of a structure of composition C50H40N6O4P2Rb.

## Properties
Charge   -1
HOMO   -3.070 eV
Molar mass   936.3 g/mol
LUMO level   0.064 Eh
E_tot   -3265.7556 a.u.
F_max   0.02787 hartree/bohr
Gap between HOMO and LUMO   4.82 eV

Structure (XYZ):
```
103
Properties=species:S:1:pos:R:3:forces:R:3
Rb 0.078 0.099 0.246 -1.4063 -0.1156 -0.2493
O 1.357 -4.675 0.373 -0.0423 0.0019 -0.0783
C 1.427 -3.365 0.071 0.2817 0.1645 0.1588
O 0.749 -2.874 -0.796 -0.1065 -0.0538 0.1020
C 2.409 -2.617 0.939 -0.2753 0.0108 -0.1426
C 3.290 -3.278 1.769 0.1608 -0.0405 0.1332
C 4.120 -2.503 2.578 -0.0237 -0.0887 -0.0104
C 4.020 -1.129 2.533 0.0716 -0.0788 -0.0779
C 3.081 -0.550 1.678 -0.0857 -0.0834 -0.0190
N 2.303 -1.288 0.889 0.3934 -0.2687 0.3335
C 2.882 0.972 1.643 -0.2331 0.1439 0.0425
O 3.917 1.639 1.525 -0.0012 -0.0027 0.0289
O 1.678 1.341 1.716 1.0321 0.2767 0.2935
H 0.650 -5.031 -0.187 0.0603 -0.0432 0.0467
H 3.319 -4.358 1.792 0.0086 0.0111 0.0139
H 4.825 -2.983 3.246 -0.0017 -0.0015 -0.0031
H 4.643 -0.484 3.138 -0.0033 -0.0055 -0.0224
N 0.301 -1.228 -3.441 -0.1055 0.1224 0.1066
P 1.795 -0.678 -2.666 -0.0528 -0.0540 -0.1622
C 2.956 -1.096 -4.026 0.0204 0.0190 -0.0168
C 2.575 -1.458 -5.314 0.0221 -0.0161 -0.0684
C 3.537 -1.747 -6.276 -0.0091 0.0286 0.0526
C 4.887 -1.670 -5.961 -0.0332 0.0087 0.0495
C 5.275 -1.314 -4.674 -0.0524 -0.0030 -0.0285
C 4.314 -1.041 -3.712 0.0302 -0.0013 -0.0194
C 1.716 1.135 -2.887 -0.0446 0.0938 -0.0464
C 1.396 1.771 -4.089 -0.0492 0.0086 0.0025
C 1.359 3.152 -4.158 0.0346 0.0011 0.0690
C 1.668 3.915 -3.031 -0.0176 -0.0377 -0.0436
C 2.020 3.297 -1.843 -0.0344 -0.0929 -0.0010
C 2.041 1.904 -1.773 0.0485 0.0922 -0.0480
P -1.262 -0.848 -2.719 0.3328 0.1564 -0.2841
C -1.639 0.741 -3.566 -0.0145 -0.0660 -0.0971
C -1.666 0.873 -4.955 -0.0062 -0.0061 -0.0028
C -1.953 2.094 -5.539 -0.0072 0.0327 0.0574
C -2.219 3.204 -4.737 0.0101 -0.0690 -0.0319
C -2.196 3.084 -3.358 0.0318 -0.0953 0.0121
C -1.909 1.850 -2.775 -0.0010 0.0858 -0.0054
C -2.331 -1.951 -3.723 0.0587 -0.0395 0.0445
C -3.709 -1.794 -3.563 -0.0163 0.0033 0.0480
C -4.601 -2.601 -4.247 0.0375 -0.0170 -0.0344
C -4.129 -3.593 -5.102 0.0023 0.0370 0.0296
C -2.764 -3.764 -5.261 0.0139 0.0588 0.0393
C -1.868 -2.947 -4.574 -0.0581 -0.0624 -0.1118
H 0.380 -2.243 -3.378 -0.0092 -0.0450 0.0059
H 1.519 -1.505 -5.561 0.0523 0.0050 0.0111
H 3.229 -2.026 -7.277 0.0027 -0.0014 0.0078
H 5.635 -1.891 -6.712 -0.0092 -0.0018 0.0043
H 6.326 -1.257 -4.418 -0.0127 -0.0028 -0.0069
H 4.620 -0.777 -2.704 -0.0183 -0.0061 -0.0234
H 1.163 1.175 -4.964 0.0145 0.0194 0.0366
H 1.091 3.640 -5.088 0.0067 -0.0081 0.0221
H 1.639 4.997 -3.089 0.0061 -0.0082 -0.0041
H 2.282 3.873 -0.965 -0.0013 -0.0130 -0.0093
H 2.343 1.435 -0.841 -0.0123 0.0471 -0.0669
H -1.449 0.009 -5.576 -0.0202 0.0083 0.0120
H -1.972 2.189 -6.618 0.0013 -0.0012 0.0163
H -2.441 4.161 -5.195 0.0025 -0.0183 0.0035
H -2.396 3.943 -2.729 0.0015 -0.0135 0.0021
H -1.887 1.757 -1.696 -0.0271 0.0140 0.0114
H -4.087 -1.029 -2.893 0.0180 -0.0163 0.0055
H -5.666 -2.462 -4.110 0.0142 -0.0036 -0.0058
H -4.824 -4.227 -5.638 0.0075 0.0015 0.0136
H -2.386 -4.533 -5.924 0.0006 0.0038 0.0079
H -0.808 -3.092 -4.737 -0.0029 0.0255 0.0093
C -2.929 4.537 0.697 -0.0204 -0.0028 0.0255
C -1.881 3.687 0.375 -0.1195 -0.0312 0.0920
N -1.865 2.404 0.730 -0.0001 -0.0920 -0.0404
C -2.897 1.924 1.424 0.2859 -0.1480 -0.1057
C -4.009 2.683 1.766 -0.2647 -0.1444 0.1820
C -4.007 4.023 1.401 -0.0262 0.1724 -0.0203
C -5.112 2.052 2.532 0.4585 0.1182 0.0374
C -6.412 2.157 2.290 -0.4624 0.1121 -0.3088
C -7.065 2.814 1.128 0.1744 -0.2299 0.4953
C -6.543 2.770 -0.158 0.1123 -0.0032 -0.2512
C -7.268 3.385 -1.158 0.0234 -0.0134 0.0166
N -8.431 4.000 -0.931 -0.0255 -0.0059 0.0901
C -8.852 3.964 0.328 0.1676 -0.0978 0.0834
N -8.240 3.400 1.368 -0.2430 0.1960 -0.1968
H -2.894 5.580 0.411 -0.0089 -0.0165 0.0028
H -1.017 4.044 -0.177 -0.0066 -0.0100 0.0050
H -2.841 0.875 1.716 0.0008 0.0585 -0.0342
H -4.838 4.660 1.681 0.0241 -0.0252 -0.0225
H -4.805 1.447 3.381 0.0364 0.0782 -0.0539
H -7.108 1.709 2.990 -0.0193 0.0191 -0.0206
H -5.610 2.266 -0.371 -0.0180 0.0126 0.0115
H -6.908 3.382 -2.181 -0.0222 0.0117 -0.0071
H -9.802 4.445 0.535 -0.0175 0.0062 0.0037
C -2.315 -1.948 1.240 0.0134 0.1002 -0.0267
C -2.690 -1.866 2.561 -0.0464 0.1600 0.0912
C -3.925 -1.227 2.972 0.0698 -0.1046 -0.0208
C -4.299 -1.122 4.284 -0.0305 0.0026 -0.0099
C -3.500 -1.627 5.328 -0.0772 0.0176 0.2517
C -2.287 -2.253 4.961 0.0464 -0.0120 0.0541
C -1.894 -2.371 3.659 -0.0804 0.0400 -0.0954
C -3.906 -1.521 6.693 0.1269 -0.0344 -0.3803
N -4.237 -1.437 7.798 -0.0029 0.0030 -0.0107
H -2.973 -1.577 0.460 0.0185 -0.0728 -0.0110
H -1.422 -2.480 0.927 -0.0489 -0.0211 0.0603
H -4.584 -0.846 2.197 0.0041 -0.0196 0.0225
H -5.244 -0.648 4.536 0.0002 -0.0154 -0.0131
H -1.652 -2.647 5.747 0.0037 0.0002 -0.0205
H -0.950 -2.854 3.428 -0.0108 -0.0082 0.0131
```
Positions in Å, forces in eV/Å.

These are the Mulliken partial charges, in e, on atoms 1 to 4:
1 Rb 0.933
2 O -0.536
3 C 0.153
4 O -0.290

(2)
The following is a DFT calculation (the ωB97M-V functional and the def2-TZVPD basis) of an isolated molecule of C25H35NO3.

## Properties
HOMO   -8.284 eV
Molar mass   397.6 g/mol
LUMO level   0.027 Eh
E_tot   -1254.0880 a.u.
F_max   0.01295 hartree/bohr
Structure (SMILES)   CCCCCOc1ccc([C@](C)(O)[C@H](CN2CCOCC2)c2ccccc2)cc1
Gap between HOMO and LUMO   9.02 eV

Structure (XYZ):
```
64
Properties=species:S:1:pos:R:3:forces:R:3
C 3.388 2.279 1.291 0.2102 -0.1063 0.0839
C 4.881 1.977 1.347 0.0233 0.1533 -0.0842
C 5.553 2.023 -0.026 -0.1140 -0.1621 0.0632
C 5.090 0.938 -0.999 0.1504 -0.1164 0.3090
C 5.434 -0.482 -0.536 0.1228 0.2263 -0.5041
O 4.606 -0.958 0.505 -0.2134 -0.1215 0.2649
C 3.311 -1.280 0.241 -0.2387 -0.0867 0.0714
C 2.739 -1.391 -1.019 0.3934 0.1129 0.0081
C 1.408 -1.753 -1.149 -0.2215 -0.1247 0.1502
C 0.611 -2.004 -0.045 0.0144 -0.1951 -0.2303
C -0.862 -2.367 -0.188 0.0520 0.0444 0.6622
C -1.165 -3.650 0.595 0.0015 0.2186 -0.3587
O -1.209 -2.649 -1.525 0.0191 -0.0617 -0.2319
C -1.704 -1.158 0.344 -0.1237 -0.1954 -0.2314
C -3.208 -1.463 0.263 0.0478 0.0947 0.0186
N -4.004 -0.253 0.199 -0.2436 -0.1958 0.1817
C -3.970 0.525 1.424 -0.1655 0.2905 -0.1040
C -4.724 1.835 1.196 0.3477 -0.0485 0.2114
O -6.058 1.605 0.808 -0.1425 0.0041 0.1077
C -6.099 0.823 -0.362 -0.0589 -0.3453 -0.1800
C -5.384 -0.513 -0.166 -0.1390 0.3154 -0.0252
C -1.328 0.076 -0.437 0.0449 0.0503 0.1248
C -1.890 0.353 -1.680 0.0994 0.0516 -0.0167
C -1.490 1.463 -2.403 0.0173 -0.0194 -0.1704
C -0.524 2.315 -1.898 0.0353 0.0859 -0.0281
C 0.035 2.054 -0.659 0.0666 0.1085 0.0152
C -0.364 0.944 0.063 -0.0990 0.0349 -0.0187
C 1.193 -1.893 1.216 0.0173 -0.0177 -0.1473
C 2.516 -1.540 1.359 0.2282 0.1056 -0.0441
H 3.210 3.230 0.791 -0.0806 0.1091 -0.0607
H 2.979 2.339 2.297 -0.1221 0.0157 0.0661
H 2.850 1.498 0.758 -0.1359 -0.0565 -0.0775
H 5.367 2.716 1.988 0.0254 -0.0443 0.0418
H 5.034 0.995 1.794 0.0581 0.0474 0.0966
H 5.360 2.998 -0.482 0.0744 0.0613 0.0134
H 6.634 1.932 0.109 0.0573 0.0612 -0.0577
H 5.577 1.103 -1.963 -0.0693 -0.0391 -0.0626
H 4.012 1.014 -1.152 -0.0332 -0.0167 -0.1395
H 6.442 -0.500 -0.111 -0.0714 -0.0271 -0.0969
H 5.411 -1.175 -1.386 0.0301 0.0079 0.1221
H 3.313 -1.206 -1.914 0.0885 0.0452 -0.0511
H 1.001 -1.851 -2.145 -0.0414 -0.0065 -0.0568
H -1.135 -3.477 1.666 0.0174 0.0042 0.1485
H -0.429 -4.406 0.335 0.0413 -0.0874 0.0117
H -2.147 -4.018 0.317 -0.1444 -0.0354 0.0423
H -1.138 -1.831 -2.034 0.0349 -0.0012 -0.0382
H -1.417 -1.006 1.388 0.0433 0.0045 -0.0258
H -3.497 -2.093 1.123 -0.0092 -0.0225 -0.0830
H -3.402 -2.033 -0.649 -0.0103 -0.0273 0.0726
H -2.935 0.754 1.677 0.0333 0.0239 0.0686
H -4.434 -0.024 2.264 0.0685 0.0088 -0.0118
H -4.769 2.422 2.114 0.0718 -0.0140 -0.0600
H -4.201 2.410 0.416 -0.0173 -0.0187 0.0831
H -7.155 0.669 -0.592 0.0755 -0.0060 -0.0552
H -5.617 1.367 -1.189 -0.0612 -0.0527 0.0237
H -5.407 -1.079 -1.100 -0.0225 -0.0260 -0.0004
H -5.910 -1.096 0.613 0.0014 -0.0103 -0.0658
H -2.666 -0.281 -2.078 -0.1275 -0.0748 -0.0202
H -1.938 1.664 -3.365 -0.0413 0.0183 -0.0701
H -0.213 3.182 -2.463 0.0151 0.0724 -0.0428
H 0.781 2.719 -0.250 0.0876 0.0562 0.0371
H 0.081 0.749 1.028 0.0438 -0.0499 0.0979
H 0.608 -2.083 2.103 -0.0747 -0.0277 0.1254
H 2.965 -1.457 2.336 0.0629 0.0078 0.1281
```
Positions in Å, forces in eV/Å.

These are the natural (NBO) partial charges, in e, on atoms 1 to 4:
1 C -0.614
2 C -0.402
3 C -0.389
4 C -0.437

(3)
The following is a DFT calculation (the ωB97M-V functional and the def2-TZVPD basis) of a structure of composition C36H44MoN7O3Si2.

## Properties
⟨S²⟩   2.40
Charge   +1
HOMO (alpha / beta)   -8.434 / -8.307 eV
Molar mass   774.9 g/mol
LUMO level (alpha / beta)   -0.169 / -0.163 Eh
E_tot   -2654.0681 a.u.
2S+1   3
F_max   0.09298 hartree/bohr
Gap between HOMO and LUMO (alpha / beta)   3.84 / 3.88 eV

Structure (XYZ):
```
93
Properties=species:S:1:pos:R:3:forces:R:3
Mo 1.491 -0.511 1.109 -1.4839 -1.8887 -1.5616
C 1.399 -1.529 6.846 1.0487 -0.4780 -0.6567
C 1.946 -0.341 6.050 -0.7574 0.5524 -0.3441
O 1.553 0.816 6.207 1.0182 -1.8697 -0.6799
N 2.805 -0.767 4.991 -0.1848 0.8510 1.1117
C 3.397 0.277 4.144 0.1054 -0.3449 -0.7730
C 4.237 -0.310 2.996 -1.5645 -0.8145 -0.4785
C 5.547 -0.726 3.201 0.8363 -0.5293 0.5119
C 6.348 -1.112 2.097 -1.1346 -0.1947 -0.3724
C 5.705 -1.149 0.840 2.1843 -0.7506 0.4549
C 4.411 -0.779 0.726 -1.9491 0.1926 -1.5894
N 3.622 -0.463 1.770 0.7856 1.0775 1.0626
H 2.152 -1.906 7.570 -0.3936 0.3906 -0.2517
H 1.262 -2.374 6.111 -0.3742 0.8465 0.9163
H 0.509 -1.200 7.377 -0.0195 -0.3055 -0.1383
H 3.374 -1.564 5.288 -0.1062 0.4235 -0.4932
H 4.112 0.958 4.642 -0.7104 -0.1121 0.2431
H 2.527 0.853 3.720 0.9964 -0.2908 0.4502
H 5.857 -0.881 4.280 0.0558 0.7548 -1.5089
H 7.407 -1.409 2.105 -0.6482 0.0996 0.6076
H 6.219 -1.596 -0.031 -0.2413 0.8085 0.5011
H 3.950 -0.693 -0.301 0.2038 -0.4859 1.0552
C -6.029 7.289 -5.731 0.2223 0.7370 -0.2174
O -5.611 6.203 -6.562 -1.5039 1.5558 -1.1258
C -4.774 5.277 -6.199 1.4209 -2.7122 1.7586
C -4.002 5.387 -5.023 0.6334 -1.5560 -0.7756
C -3.312 4.253 -4.539 -0.8759 1.4160 0.1015
C -3.294 3.066 -5.223 -1.0526 -0.6623 1.0320
C -4.190 2.900 -6.297 0.8368 0.4645 -0.2832
C -4.819 3.983 -6.859 -0.1202 1.4820 1.1847
N -2.543 1.984 -4.730 2.2190 -0.2809 1.6397
N -1.801 2.249 -3.678 -1.2603 0.6756 -2.7319
C -0.731 1.428 -3.389 -1.4879 0.2508 1.3824
C -0.584 0.173 -4.030 0.3876 0.3593 0.2241
C 0.305 -0.757 -3.575 0.1697 0.1027 1.1790
C 1.257 -0.355 -2.496 -0.4351 -0.5381 -1.1947
O 2.370 -0.882 -2.300 -0.5128 -0.5058 0.4352
C 0.862 0.796 -1.691 -0.4441 -1.6856 0.2259
N 1.436 0.822 -0.450 1.5143 1.9813 -0.7230
C 1.417 2.040 0.137 -1.1228 0.6711 0.8989
C 0.418 2.989 -0.154 1.4144 0.4663 -0.5643
C -0.232 2.951 -1.371 -1.6332 -1.6731 0.8941
C -0.105 1.749 -2.110 0.4848 -0.2406 -2.2287
H -6.842 7.749 -6.298 0.2682 0.0412 0.0663
H -5.237 8.040 -5.554 -0.1341 -0.3816 -0.3420
H -6.434 7.050 -4.745 0.1942 -0.8023 -0.1056
H -3.793 6.328 -4.573 -0.5019 0.6362 0.5645
H -2.958 4.180 -3.514 0.6033 0.7017 -0.3900
H -4.411 1.929 -6.692 0.3490 -0.4528 -0.2815
H -5.432 3.850 -7.725 -0.4311 0.0750 -0.2482
H -1.229 0.030 -4.897 0.0606 -0.2532 0.3843
H 0.177 -1.808 -3.863 0.8111 0.5430 -0.2250
H 2.237 2.377 0.765 -0.1748 -0.6840 0.7170
H 0.330 3.847 0.493 0.1483 0.1974 -0.0136
H -1.046 3.644 -1.567 0.4007 0.0905 -0.4225
C -2.764 1.132 1.108 -1.7818 0.1932 -1.4280
Si -1.756 0.303 2.382 0.6382 0.1964 0.2663
C -1.000 1.698 3.442 0.6972 -0.4669 -0.1580
C -2.746 -1.044 3.137 -0.6719 -1.9059 1.4490
N -0.392 -0.684 1.615 -0.8462 0.1845 -0.1780
C -0.890 -1.585 0.585 2.1429 -0.9930 -0.0030
C -2.190 -1.808 0.158 -2.0367 0.0050 -1.0042
C -2.519 -2.642 -0.941 0.4723 -0.3402 0.4545
C -1.496 -3.369 -1.614 -0.0997 0.7035 0.5742
C -0.186 -3.224 -1.163 -0.6936 -0.0144 0.7850
C 0.115 -2.462 -0.018 -0.7203 1.6080 0.6443
N 1.352 -2.425 0.645 1.0037 -0.8980 0.1219
Si 2.132 -4.150 0.999 0.0766 0.3123 -0.5086
C 2.824 -4.059 2.764 -0.4315 -1.6751 -1.5271
C 0.888 -5.567 0.965 -0.2267 1.1167 0.5607
C 3.449 -4.628 -0.354 1.2420 4.0015 2.3035
H -2.277 1.657 0.286 0.3189 -0.2230 -0.0393
H -3.344 1.916 1.584 0.0165 0.3396 0.5103
H -3.598 0.523 0.650 1.1284 0.3937 0.3905
H -1.557 2.609 3.750 -0.1088 -0.7853 -0.6708
H -0.225 2.002 2.692 -0.1675 0.2369 0.7700
H -0.505 1.370 4.376 0.0607 -0.0688 -0.5586
H -2.861 -0.860 4.235 -0.1051 -0.1119 -0.7671
H -2.212 -2.053 3.081 -0.5809 1.3430 -0.0254
H -3.774 -1.228 2.713 1.0158 0.4504 0.4305
H -3.053 -1.373 0.683 0.7430 -0.1110 -0.4579
H -3.591 -2.802 -1.237 1.2624 0.2988 0.4680
H -1.746 -4.059 -2.426 0.1792 0.4196 0.2251
H 0.641 -3.757 -1.573 0.3555 -0.4486 -0.5481
H 3.884 -4.115 2.555 0.5120 -0.1793 0.6184
H 2.422 -5.016 3.233 0.7522 1.4353 -0.1409
H 2.592 -3.149 3.261 -0.3668 0.5581 0.7065
H 1.437 -6.486 0.875 0.3575 -0.4725 -0.6064
H 0.122 -5.427 0.224 -0.1076 -0.3554 -0.6664
H 0.343 -5.706 1.885 -0.1861 0.3489 0.5933
H 3.660 -3.685 -0.935 -0.3062 -0.8133 0.2796
H 3.150 -5.348 -1.014 -0.8358 -2.0108 -1.5703
H 4.446 -4.853 0.094 -0.8162 -0.2230 -0.1758
```
Positions in Å, forces in eV/Å.

These are the Mulliken partial charges, in e, on atoms 1 to 4:
1 Mo -0.253
2 C -1.157
3 C 0.611
4 O -0.574

(4)
The following is a DFT calculation (the ωB97M-V functional and the def2-TZVPD basis) of a cluster of 3 separate species, C4H15N2O in total.

## Properties
Charge   +1
HOMO   -13.360 eV
Molar mass   107.2 g/mol
LUMO level   -0.341 Eh
E_tot   -345.6542 a.u.
F_max   0.03851 hartree/bohr
Gap between HOMO and LUMO   4.09 eV

Structure (XYZ):
```
22
Properties=species:S:1:pos:R:3:forces:R:3
C 1.482 0.142 -1.681 0.7009 0.1931 -1.0328
N 0.465 0.712 -2.481 -0.3393 0.5163 1.1790
C 1.825 1.081 -0.433 0.0067 0.2048 0.4167
N -1.609 -1.504 1.376 -1.4135 0.1628 -1.3770
C -2.917 -1.001 1.775 0.9955 0.4173 0.7914
C 2.053 0.245 0.813 0.2985 -0.7142 -0.3425
H 2.419 0.093 -2.241 -0.0874 -0.1474 -0.1313
H 1.121 -0.862 -1.450 0.2217 0.1276 0.7035
H 0.668 1.591 -2.954 0.2848 -0.0436 0.0332
H -0.373 0.789 -1.855 -0.6343 -0.7654 -0.6638
H 2.628 1.752 -0.735 0.2488 -0.2019 0.1582
H -1.747 -2.356 0.829 0.1233 -0.2726 0.2343
H -1.091 -0.838 0.723 0.9475 1.0062 0.0715
H -3.572 -0.684 0.957 -0.0692 -0.5961 -0.1856
H -2.755 -0.104 2.368 -0.0251 0.0203 0.2291
H -3.351 -1.777 2.397 -0.5127 -0.0608 -0.0627
H 1.240 -0.480 0.800 0.2427 -0.2674 0.3656
H 2.035 0.722 1.794 -0.1849 0.6565 -0.3184
H 3.018 -0.262 0.779 -0.1220 -0.2453 -0.1307
H -1.510 0.914 -0.139 -0.2408 -0.2101 0.3657
H 0.964 1.709 -0.287 -0.4818 0.1996 0.0291
O -0.993 0.118 -0.354 0.0405 0.0203 -0.3327
```
Positions in Å, forces in eV/Å.

These are the natural (NBO) partial charges, in e, on atoms 1 to 4:
1 C -0.238
2 N -0.493
3 C -0.346
4 N -0.442